ORCA calculation (ωB97M-V/def2-TZVPD) on a molecular structure, C14H10Cl5MnN4S.

## Properties
Molecular weight ... 498.5 g/mol
Maximum force ... 0.5 eV Å⁻¹
Highest occupied orbital energy (alpha / beta) ... -11.364 / -10.897 eV

```
! RIJCOSX wB97M-V def2-TZVPD def2/J DEFGRID3
* xyz 1 2
Mn 1.127 0.426 -1.005
C 0.046 1.452 2.947
C 0.172 1.332 1.469
N 1.140 0.707 0.885
N 2.136 0.132 1.633
C 3.178 -0.414 0.964
N 4.099 -1.036 1.688
S 3.316 -0.292 -0.728
C -0.779 1.876 0.500
C -1.908 2.606 0.834
C -2.720 3.091 -0.178
C -2.384 2.834 -1.498
C -1.249 2.089 -1.759
N -0.459 1.617 -0.791
H -0.254 0.494 3.383
H -0.700 2.188 3.232
H 0.997 1.754 3.391
H 1.923 -0.141 2.583
H 4.074 -1.072 2.694
H 4.882 -1.459 1.217
H -2.158 2.796 1.867
H -3.606 3.663 0.063
H -2.991 3.192 -2.316
H -0.958 1.841 -2.772
Cl 0.906 -0.396 -3.391
C 0.078 -1.604 -2.377
C 0.100 -1.290 -1.038
C -0.521 -2.215 -0.214
Cl -0.561 -1.953 1.511
C -1.121 -3.373 -0.713
Cl -1.875 -4.498 0.339
C -1.114 -3.623 -2.091
Cl -1.854 -5.033 -2.722
C -0.500 -2.719 -2.957
Cl -0.461 -2.973 -4.648
*
```

---

ORCA calculation (ωB97M-V/def2-TZVPD) on a molecular structure, C14H10ClF9OPt.

## Properties
Molecular weight ... 595.7 g/mol
Maximum force ... 5.3 eV Å⁻¹
Highest occupied orbital energy (alpha / beta) ... -5.527 / -8.866 eV

```
! RIJCOSX wB97M-V def2-TZVPD def2/J DEFGRID3
* xyz 0 5
C 1.107 -1.541 0.537
C 1.164 -1.567 -0.812
C -0.148 -1.149 -1.376
H 2.029 -1.744 -1.441
C -0.994 -0.889 -0.285
C -0.305 -1.232 0.974
H -0.745 -2.156 1.359
H 1.928 -1.685 1.223
H -0.479 -1.377 -2.412
H -1.911 -0.309 -0.319
Pt 0.220 0.547 -2.771
Cl 1.933 1.386 -1.432
C 0.064 2.416 -3.852
C -1.180 1.708 -4.089
C -0.869 0.464 -4.744
H -2.170 2.069 -3.817
C 0.543 0.434 -5.010
C 1.141 1.615 -4.435
H 2.194 1.873 -4.422
H 0.185 3.368 -3.345
H -1.599 -0.281 -5.063
H 1.086 -0.347 -5.541
F -1.495 1.894 3.170
C -1.473 0.678 3.762
F -1.432 0.850 5.107
F -2.636 0.054 3.451
C -0.257 -0.160 3.226
O -0.404 -0.068 1.829
C 1.074 0.565 3.587
F 1.264 0.655 4.928
F 2.130 -0.106 3.056
F 1.086 1.808 3.061
C -0.263 -1.601 3.831
F -0.197 -1.547 5.176
F -1.390 -2.287 3.498
F 0.797 -2.339 3.392
*
```

---

ORCA calculation (ωB97M-V/def2-TZVPD) on a molecular structure, C14H10F7InNO4S.

## Properties
Molecular weight ... 536.1 g/mol
Maximum force ... 2.5 eV Å⁻¹
Highest occupied orbital energy ... -5.316 eV

```
! RIJCOSX wB97M-V def2-TZVPD def2/J DEFGRID3
* xyz -1 1
O -3.104 -3.490 3.183
S -3.459 -3.189 1.803
O -4.624 -3.954 1.363
In -1.362 -3.760 0.410
C -0.046 -1.949 0.630
C 0.296 -1.249 -0.517
C 1.074 -0.099 -0.431
C 1.457 0.267 0.851
C 1.085 -0.528 1.911
N 0.342 -1.641 1.885
C -3.895 -1.343 1.820
F -3.859 -0.928 3.104
F -2.994 -0.600 1.152
C -5.316 -0.974 1.314
F -6.216 -1.573 2.107
F -5.458 0.361 1.431
C -5.620 -1.381 -0.168
F -6.284 -0.359 -0.753
F -6.395 -2.450 -0.258
F -4.513 -1.587 -0.880
H -0.586 -5.213 1.048
H -1.892 -3.975 -1.267
H -0.049 -1.603 -1.480
H 1.322 0.474 -1.316
H 2.045 1.168 1.013
H 1.433 -0.223 2.899
C 5.134 2.141 -1.033
C 5.908 2.573 -2.025
C 5.553 3.782 -2.808
O 6.258 4.176 -3.713
C 4.302 4.492 -2.442
C 3.527 4.060 -1.451
C 3.884 2.852 -0.668
O 3.181 2.457 0.237
H 5.374 1.261 -0.450
H 6.824 2.070 -2.306
H 4.061 5.371 -3.026
H 2.611 4.562 -1.169
*
```